(1)
A single C5H9NO molecule. Source: the OMol25 dataset; level of theory: the ωB97M-V functional and the def2-TZVPD basis.

Results
Structure (SMILES): C[C@H]1N[C@H]1[C@H]1CO1
Multiplicity: 1
HOMO energy, eV: -9.32
Net charge: 0
Relative energy (zero: lowest compared OMol25 entry of this formula, charge and spin), kJ/mol: 319.7
Electronic energy, eV: -8865.89951
E_LUMO, eV: 1.08
F_max, Eh/bohr: 0.0072
Kohn-Sham gap, eV: 10.40

Last column: Löwdin charge in e.
CARTESIAN COORDINATES (ANGSTROEM)
C  -1.55608  -0.84162  0.27539  -0.0486
C  -1.07134  0.54492  0.70657  -0.2931
N  -0.05404  0.65339  1.75246  0.0525
C  0.25494  1.17159  0.41871  -0.2276
C  1.23414  0.65870  -0.59948  -0.2401
C  1.50102  -0.73397  -0.95811  -0.1192
O  0.68742  0.07960  -1.78400  -0.0415
H  -1.16134  -1.19774  -0.67892  0.0626
H  -2.64755  -0.83566  0.18726  0.0732
H  -1.31725  -1.58141  1.05119  0.0779
H  -1.88627  1.25682  0.82427  0.1252
H  0.36375  -0.25790  1.92435  0.0910
H  0.32006  2.25988  0.46099  0.1332
H  2.03160  1.37366  -0.81079  0.1401
H  2.46537  -0.99788  -1.39223  0.1126
H  0.99047  -1.53729  -0.42993  0.1019

---

(2)
13 unconnected molecules or ions with the total composition C27H80O13 at a distorted geometry. Source: the OMol25 dataset; level of theory: the ωB97M-V functional and the def2-TZVPD basis.

Results
Multiplicity: 1
HOMO energy, eV: -9.44
Net charge: 0
Relative energy (zero: lowest compared OMol25 entry of this formula, charge and spin), kJ/mol: 537.2
Electronic energy, eV: -55909.77032
E_LUMO, eV: 0.34
F_max, Eh/bohr: 0.0840
Kohn-Sham gap, eV: 9.78

Last column: Löwdin charge in e.
CARTESIAN COORDINATES (ANGSTROEM)
C  -1.74979  -1.74590  3.71422  -0.1414
O  -0.98545  -2.63162  4.55332  -0.1315
H  -2.24381  -2.35683  2.95871  0.0687
H  -2.54420  -1.24827  4.27043  0.0758
H  -1.05999  -1.03493  3.25947  0.0575
H  -0.49607  -3.20137  3.95541  0.0159
C  1.43723  5.65879  0.15533  -0.1641
O  2.39327  6.41218  0.91822  -0.1118
H  0.57619  6.27345  -0.10718  0.0738
H  1.78321  5.14392  -0.74094  0.0689
H  1.09326  4.80071  0.73281  0.0662
H  2.69666  7.11865  0.34337  0.0690
C  0.30324  1.41357  4.58746  -0.1684
O  -0.74263  2.36868  4.53571  -0.1181
H  0.47954  0.82231  3.68889  0.0515
H  1.24685  1.86043  4.90054  0.0744
H  0.07485  0.62825  5.30802  0.0759
H  -1.49513  1.93182  4.13012  0.0115
C  3.31606  -2.38734  -3.16671  -0.1594
O  4.63884  -2.85470  -3.30104  -0.1114
H  2.80856  -2.60718  -4.10597  0.0844
H  2.81348  -2.92520  -2.36283  0.0758
H  3.26336  -1.35341  -2.82566  0.0389
H  4.84376  -2.87857  -4.23862  0.0773
C  -1.70474  -3.84466  -0.82784  -0.1544
O  -1.80628  -4.12803  0.53339  -0.1278
H  -0.94084  -4.47266  -1.28627  0.0845
H  -2.69622  -3.96246  -1.26510  0.0869
H  -1.33715  -2.83025  -0.98261  0.0671
H  -2.33517  -4.91257  0.69581  0.1011
C  4.20041  0.75618  2.37203  -0.1435
O  5.23412  1.28772  1.58281  -0.1122
H  4.50660  0.46811  3.37769  0.0806
H  3.45878  1.52952  2.57211  0.0778
H  3.76282  -0.14128  1.93478  0.0669
H  5.46393  2.10405  2.03269  0.1016
C  -5.04776  -1.04264  1.39588  -0.0326
C  -4.07623  -0.83009  0.20748  -0.4360
C  -4.77513  -0.23852  -1.06669  -0.0306
O  -3.14524  0.12857  0.63613  -0.0617
H  -4.47450  -1.06313  2.32273  0.0626
H  -5.56486  -1.99944  1.32345  0.0799
H  -5.75812  -0.22744  1.53347  0.0781
H  -3.66573  -1.81564  -0.01226  0.1175
H  -4.15590  -0.10645  -1.95394  0.0472
H  -5.12642  0.75573  -0.79073  0.0729
H  -5.59470  -0.84198  -1.45688  0.0763
H  -2.39307  0.03959  0.04628  0.0519
C  -3.01338  2.97439  -1.92759  -0.0557
C  -2.31131  2.21215  -2.96744  -0.5088
C  -2.71518  2.55627  -4.41018  -0.0275
O  -0.93985  2.41928  -2.75288  -0.0566
H  -2.66549  2.81667  -0.90671  0.0693
H  -4.04040  2.61928  -1.84260  0.0774
H  -3.06792  4.04648  -2.11666  0.0952
H  -2.49278  1.14649  -2.82769  0.0988
H  -3.79190  2.59226  -4.57597  0.0833
H  -2.38092  1.81519  -5.13623  0.0631
H  -2.21475  3.46336  -4.74910  0.0823
H  -0.77700  3.36311  -2.68744  0.1006
C  1.90578  -3.67310  1.40611  -0.0728
C  1.53060  -4.67109  2.44399  -0.4125
C  2.14951  -4.25430  3.83245  -0.0408
O  0.08002  -4.53174  2.52888  -0.0883
H  2.17554  -2.67866  1.76168  0.0785
H  1.18981  -3.56228  0.59174  0.0648
H  2.83734  -4.06150  0.99449  0.0876
H  1.81681  -5.69492  2.20325  0.1340
H  1.96187  -3.27178  4.26552  0.0774
H  3.23344  -4.30811  3.73099  0.0735
H  1.85946  -5.03024  4.54089  0.0765
H  -0.27470  -4.47772  1.63845  0.0283
C  5.77704  0.71278  -3.25862  -0.0417
C  5.27629  0.44906  -1.79953  -0.4448
C  6.18405  -0.52404  -1.02820  -0.0566
O  5.40418  1.70158  -1.11106  -0.0769
H  5.37373  1.60822  -3.73150  0.0747
H  5.66899  -0.17507  -3.88164  0.0583
H  6.86323  0.78797  -3.31013  0.0734
H  4.25720  0.06243  -1.80767  0.0889
H  5.76595  -1.03095  -0.15852  0.0720
H  7.17239  -0.08154  -0.90386  0.0864
H  6.43111  -1.36911  -1.67080  0.0613
H  5.10598  1.57644  -0.20717  0.0243
C  -4.27975  2.88396  4.62027  -0.0398
C  -3.85094  2.36891  3.22342  -0.4537
C  -3.25436  3.42595  2.31786  -0.0453
O  -2.96255  1.24824  3.34418  -0.0790
H  -3.37788  3.15369  5.16981  0.0736
H  -4.80840  2.11181  5.17922  0.0781
H  -4.92247  3.76420  4.60636  0.0793
H  -4.82122  2.04911  2.84344  0.1237
H  -3.99758  4.15206  1.98847  0.0811
H  -2.77550  3.02820  1.42310  0.0495
H  -2.47716  4.01895  2.79995  0.0822
H  -3.06485  0.71047  2.55555  0.0428
C  0.45895  -0.31116  -4.30012  -0.0251
C  -0.33642  -1.59667  -4.11450  -0.5644
C  -1.80713  -1.43734  -4.17806  -0.0416
O  0.00859  -2.46367  -5.07500  -0.0221
H  0.32528  0.29509  -3.40420  0.0473
H  0.06900  0.23795  -5.15716  0.0862
H  1.52229  -0.49311  -4.45600  0.0722
H  0.10031  -2.02011  -3.21003  0.1294
H  -2.24470  -0.92299  -3.32244  0.0582
H  -2.19611  -2.45153  -4.26879  0.0901
H  -2.25865  -0.88810  -5.00423  0.0904
H  -0.72619  -2.60439  -5.67657  0.0939
C  1.59903  -0.57111  -0.49929  -0.0133
C  0.25321  0.05460  0.06881  -0.4069
C  0.40731  1.51324  0.43062  -0.0375
O  -0.69389  -0.08021  -0.98806  -0.0895
H  1.81018  -0.26663  -1.52438  0.0613
H  1.43486  -1.64767  -0.45279  0.0477
H  2.47407  -0.37785  0.12124  0.0587
H  -0.19384  -0.52812  0.87423  0.1302
H  -0.54392  2.00965  0.62258  0.0706
H  0.78316  2.10311  -0.40537  0.0806
H  1.04494  1.66013  1.30238  0.0719
H  -0.51256  0.52453  -1.71126  0.0391

---

(3)
A molecular structure, C2H9N3O at a distorted geometry. Source: the OMol25 dataset; level of theory: the ωB97M-V functional and the def2-TZVPD basis.

Results
Multiplicity: 1
HOMO energy, eV: -8.73
Net charge: 0
Relative energy (zero: lowest compared OMol25 entry of this formula, charge and spin), kJ/mol: 349.5
Electronic energy, eV: -8734.81768
E_LUMO, eV: 0.82
F_max, Eh/bohr: 0.0911
Kohn-Sham gap, eV: 9.55

Last column: Löwdin charge in e.
CARTESIAN COORDINATES (ANGSTROEM)
C  -0.87701  -0.72101  1.33163  -0.0961
N  -0.18106  0.24721  0.47835  -0.2849
N  0.89245  0.94463  1.09432  -0.0003
H  -0.87207  0.93146  -0.05092  0.1298
H  0.60289  1.35203  1.98159  0.0726
H  1.64512  0.28140  1.25937  0.0863
H  -0.21265  -1.56163  1.53929  0.0867
H  -1.75629  -1.06348  0.79059  0.0794
H  -1.22014  -0.24989  2.25768  0.0725
N  1.00497  0.34018  -1.80806  0.0790
C  -0.05390  -0.47537  -1.53315  -0.5546
O  -0.14258  -1.61561  -1.91700  0.0065
H  1.40927  0.23501  -2.72635  0.1020
H  1.03122  1.17917  -1.23907  0.0668
H  -1.27020  0.17589  -1.45827  0.1542

---

(4)
2 unconnected molecules or ions with the total composition H6N2O at a distorted geometry. Source: the OMol25 dataset; level of theory: the ωB97M-V functional and the def2-TZVPD basis.

Results
Structure (SMILES): NO.N
Multiplicity: 1
HOMO energy, eV: -9.37
Net charge: 0
Relative energy (zero: lowest compared OMol25 entry of this formula, charge and spin), kJ/mol: 99.7
Electronic energy, eV: -5122.94345
E_LUMO, eV: 0.89
F_max, Eh/bohr: 0.0297
Kohn-Sham gap, eV: 10.26

Last column: Löwdin charge in e.
CARTESIAN COORDINATES (ANGSTROEM)
N  -0.12007  0.12555  1.03978  -0.0542
O  0.27355  0.28293  2.43701  -0.1723
H  -1.09624  -0.20151  1.03484  0.0776
H  0.03053  1.09650  0.75523  0.0673
H  1.19026  0.62979  2.32599  0.0873
N  -0.22759  -0.52412  -3.13792  -0.0066
H  0.68652  -0.82906  -3.44723  -0.0035
H  -0.32329  0.48554  -3.35109  0.0149
H  -0.24256  -0.65472  -2.12685  -0.0105

---

(5)
A molecular structure, C3H11N3O2 at a distorted geometry. Source: the OMol25 dataset; level of theory: the ωB97M-V functional and the def2-TZVPD basis.

Results
Multiplicity: 1
HOMO energy (spin up / spin down), eV: -8.33 / -8.30
Net charge: 0
Relative energy (zero: lowest compared OMol25 entry of this formula, charge and spin), kJ/mol: 946.2
Electronic energy, eV: -11845.93018
E_LUMO (spin up / spin down), eV: -0.17 / 0.24
F_max, Eh/bohr: 0.0716
Kohn-Sham gap (spin up / spin down), eV: 8.15 / 8.54

Last column: Löwdin charge in e.
CARTESIAN COORDINATES (ANGSTROEM)
C  2.60604  -0.25482  -0.15542  -0.1689
C  0.88451  1.32331  0.07182  -0.1554
C  -2.74836  1.18820  -0.02294  -0.1773
N  -0.26308  -2.57539  0.32306  0.0915
N  1.32070  0.02269  0.42120  -0.0882
N  -0.14501  -1.46997  -0.52629  -0.1067
O  -1.97848  0.09199  0.37005  -0.1952
O  -1.12233  -0.79942  -0.90500  -0.0822
H  3.39193  0.20984  0.40471  0.0765
H  2.78873  -1.30766  -0.21881  0.0497
H  2.64458  0.06955  -1.22274  0.0870
H  0.89850  2.00747  0.92811  0.0975
H  1.41804  1.67973  -0.75872  0.0492
H  -0.17849  1.06900  -0.21641  0.0609
H  -3.07329  1.48539  1.07358  0.1355
H  -3.65541  1.04439  -0.56857  0.0586
H  -2.19692  2.02709  -0.43465  0.0634
H  -1.12749  -2.63701  0.84557  0.0911
H  0.53585  -3.17437  0.59143  0.1129

---

(6)
A single C4H3N3 molecule. Source: the OMol25 dataset; level of theory: the ωB97M-V functional and the def2-TZVPD basis.

Results
Multiplicity: 1
HOMO energy, eV: -9.58
Net charge: 0
Relative energy (zero: lowest compared OMol25 entry of this formula, charge and spin), kJ/mol: 221.2
Electronic energy, eV: -8664.11797
E_LUMO, eV: -0.29
F_max, Eh/bohr: 0.0189
Kohn-Sham gap, eV: 9.28

Last column: Löwdin charge in e.
CARTESIAN COORDINATES (ANGSTROEM)
N  -1.98492  -0.21946  2.64987  0.1741
C  -1.36556  -0.14733  1.67779  -0.1191
C  -0.54145  -0.04756  0.50020  -0.3540
N  -0.94421  -0.11206  -0.70189  0.1344
C  0.29594  0.04660  -1.47392  -0.2380
C  1.46606  0.26798  -0.56963  -0.0126
N  0.86668  0.14425  0.61020  0.0395
H  0.17143  0.75821  -2.29168  0.1162
H  0.60462  -0.89574  -1.94351  0.1236
H  1.35140  0.19798  1.49492  0.1358